Below is the molecule C26H28N4O4, with properties calculated with the ωB97M-V functional and the def2-TZVPD basis.

Atoms and positions in Å:
O (-0.961, 1.593, 0.926)
C (-1.681, 1.378, 1.892)
N (-2.599, 0.385, 1.905)
H (-3.016, 0.125, 2.785)
C (-2.601, -0.568, 0.817)
H (-3.401, -1.290, 0.976)
H (-2.765, -0.028, -0.118)
C (-1.241, -1.283, 0.808)
O (-0.762, -1.698, 1.845)
N (-0.587, -1.334, -0.375)
C (-1.175, -1.009, -1.619)
C (-0.651, -0.007, -2.430)
C (-1.245, 0.225, -3.659)
C (-2.333, -0.553, -4.029)
N (-2.836, -1.504, -3.261)
C (-2.270, -1.731, -2.093)
H (-2.703, -2.526, -1.500)
H (-2.827, -0.412, -4.981)
H (-0.871, 0.995, -4.314)
H (0.192, 0.577, -2.097)
C (0.762, -1.905, -0.408)
C (0.861, -2.871, -1.564)
C (1.352, -2.482, -2.802)
C (1.356, -3.372, -3.861)
C (0.862, -4.655, -3.697)
C (0.371, -5.049, -2.464)
C (0.371, -4.161, -1.404)
H (-0.011, -4.470, -0.441)
H (-0.011, -6.050, -2.328)
H (0.863, -5.346, -4.526)
H (1.745, -3.061, -4.820)
H (1.748, -1.487, -2.938)
H (0.871, -2.456, 0.538)
C (1.892, -0.855, -0.390)
O (3.026, -1.160, -0.700)
N (1.526, 0.368, 0.016)
H (0.577, 0.569, 0.311)
C (2.468, 1.445, 0.243)
C (2.533, 1.766, 1.737)
C (3.471, 2.939, 2.001)
C (3.026, 4.168, 1.215)
C (2.975, 3.852, -0.276)
C (2.033, 2.682, -0.545)
H (2.025, 2.453, -1.613)
H (1.016, 2.942, -0.242)
H (2.640, 4.729, -0.833)
H (3.978, 3.595, -0.625)
H (3.713, 4.997, 1.397)
H (2.034, 4.477, 1.552)
H (4.484, 2.666, 1.699)
H (3.488, 3.164, 3.069)
H (2.870, 0.883, 2.282)
H (1.525, 2.011, 2.080)
H (3.444, 1.092, -0.109)
C (-1.640, 2.204, 3.100)
C (-0.883, 3.314, 3.381)
C (-1.225, 3.702, 4.693)
C (-2.160, 2.804, 5.115)
O (-2.419, 1.898, 4.166)
H (-2.694, 2.711, 6.041)
H (-0.830, 4.529, 5.245)
H (-0.183, 3.785, 2.722)

Cartesian forces (eV/Å) of the 2 atoms listed first:
O 0.13 0.13 -0.05
C -0.58 -0.24 0.24

Calculated values
* total energy: -41568.5160 eV
* M: 460.534 g/mol
* SMILES: O=C(NCC(=O)N(c1cccnc1)[C@H](C(=O)NC1CCCCC1)c1ccccc1)c1ccco1



Below is a structure of composition C26H28N5O3Sr, with properties calculated with the ωB97M-V functional and the def2-TZVPD basis.

Atoms and positions in Å:
Sr (0.512, 0.598, -0.196)
C (-4.556, -0.413, 2.180)
N (-3.698, -0.146, 1.006)
C (-4.128, -0.789, -0.249)
C (-2.647, 0.625, 0.965)
O (-1.988, 0.802, -0.096)
C (-2.170, 1.282, 2.228)
O (-0.774, 1.651, 2.010)
C (-0.244, 2.664, 2.801)
C (1.086, 3.052, 2.266)
O (1.480, 2.487, 1.199)
N (1.934, 3.838, 2.942)
C (1.480, 4.459, 4.213)
C (3.239, 4.133, 2.377)
H (-5.189, -1.270, 2.038)
H (-5.212, 0.449, 2.440)
H (-3.960, -0.618, 3.051)
H (-3.421, -1.494, -0.679)
H (-4.238, 0.063, -0.943)
H (-5.124, -1.323, -0.050)
H (-2.170, 0.598, 3.049)
H (-2.869, 2.181, 2.467)
H (0.055, 2.286, 3.890)
H (-0.856, 3.538, 2.828)
H (0.577, 5.044, 4.083)
H (2.232, 5.164, 4.536)
H (1.335, 3.692, 4.949)
H (3.957, 3.563, 2.920)
H (3.299, 5.195, 2.444)
H (3.272, 3.837, 1.305)
C (1.701, -2.927, 3.081)
C (1.166, -1.778, 2.517)
N (1.094, -1.625, 1.191)
C (1.523, -2.587, 0.321)
C (2.064, -3.811, 0.810)
C (2.192, -3.887, 2.260)
C (2.468, -4.918, 0.023)
C (2.282, -4.767, -1.315)
C (1.778, -3.571, -1.837)
C (1.292, -2.505, -1.091)
N (0.608, -1.424, -1.576)
C (0.334, -1.258, -2.950)
C (-0.091, -2.341, -3.776)
C (-0.473, -2.172, -5.086)
C (-0.502, -0.930, -5.620)
C (-0.060, 0.175, -4.894)
C (-0.182, 1.467, -5.456)
C (-0.063, 2.553, -4.626)
C (0.389, 2.366, -3.303)
N (0.678, 1.168, -2.766)
C (0.359, 0.023, -3.546)
H (1.646, -3.026, 4.138)
H (0.870, -0.953, 3.110)
H (2.587, -4.793, 2.724)
H (2.854, -5.887, 0.427)
H (2.422, -5.603, -1.995)
H (1.687, -3.378, -2.931)
H (-0.190, -3.365, -3.328)
H (-0.810, -3.040, -5.631)
H (-0.803, -0.763, -6.626)
H (-0.334, 1.562, -6.526)
H (-0.257, 3.558, -4.983)
H (0.557, 3.290, -2.716)

Cartesian forces (eV/Å) of the 2 atoms listed first:
Sr -0.12 0.17 0.14
C 0.20 1.41 0.39

Calculated values
* total energy: -41842.4300 eV
* M: 546.162 g/mol
* total charge: +1



Below is a structure of composition C26H29AgN3O4S, with properties calculated with the ωB97M-V functional and the def2-TZVPD basis.

Atoms and positions in Å:
Ag (-0.474, 0.219, -0.668)
C (-1.332, 3.708, -1.366)
C (-1.541, 2.767, -0.203)
C (-2.792, 2.171, 0.013)
C (-3.955, 2.561, -0.869)
C (-2.957, 1.231, 1.038)
C (-4.254, 0.472, 1.193)
C (-1.877, 0.921, 1.871)
C (-2.021, -0.111, 2.959)
C (-0.630, 1.537, 1.679)
C (0.541, 1.119, 2.534)
C (-0.471, 2.500, 0.668)
C (0.807, 3.298, 0.558)
H (-0.304, 3.660, -1.722)
H (-1.544, 4.748, -1.097)
H (-1.975, 3.448, -2.204)
H (-3.990, 1.970, -1.788)
H (-3.893, 3.609, -1.157)
H (-4.904, 2.422, -0.356)
H (-4.065, -0.576, 1.418)
H (-4.839, 0.481, 0.278)
H (-4.876, 0.879, 1.995)
H (-1.668, -1.086, 2.613)
H (-3.054, -0.222, 3.277)
H (-1.432, 0.156, 3.835)
H (0.541, 0.037, 2.659)
H (0.509, 1.581, 3.525)
H (1.487, 1.383, 2.068)
H (1.517, 2.840, -0.136)
H (1.292, 3.390, 1.528)
H (0.601, 4.306, 0.202)
O (-6.204, -4.004, -0.549)
C (-5.059, -4.466, -0.377)
O (-4.681, -5.607, -0.069)
C (-3.928, -3.436, -0.590)
C (-4.145, -2.306, -1.370)
C (-3.130, -1.386, -1.523)
N (-1.942, -1.503, -0.922)
C (-1.715, -2.592, -0.174)
C (-2.672, -3.584, -0.014)
C (-0.350, -2.718, 0.507)
O (0.005, -3.821, 0.896)
O (0.321, -1.628, 0.620)
H (-5.117, -2.156, -1.821)
H (-3.264, -0.501, -2.138)
H (-2.437, -4.466, 0.564)
N (2.667, -1.109, -0.462)
C (2.854, -0.180, -1.375)
S (1.622, 0.752, -2.090)
N (4.122, 0.045, -1.840)
C (5.364, -0.355, -1.317)
C (6.414, -0.534, -2.218)
C (7.675, -0.880, -1.768)
C (7.911, -1.068, -0.413)
C (6.871, -0.882, 0.483)
C (5.606, -0.517, 0.045)
H (1.723, -1.337, -0.053)
H (3.434, -1.711, -0.209)
H (4.143, 0.635, -2.657)
H (6.227, -0.409, -3.277)
H (8.475, -1.016, -2.484)
H (8.893, -1.351, -0.062)
H (7.041, -1.007, 1.545)
H (4.826, -0.326, 0.768)

Cartesian forces (eV/Å) of the 2 atoms listed first:
Ag 0.42 -0.26 -0.44
C 0.00 -0.02 0.00

Calculated values
* total energy: -54932.3685 eV
* M: 587.470 g/mol
* total charge: -1



Below is a structure of composition C26H29AsBCsN11S4, with properties calculated with the ωB97M-V functional and the def2-TZVPD basis.

Atoms and positions in Å:
Cs (2.232, -1.107, -0.802)
C (4.383, 1.173, -3.450)
C (3.195, 1.948, -2.981)
C (3.096, 3.331, -2.714)
C (1.814, 3.512, -2.251)
N (1.202, 2.307, -2.260)
N (2.048, 1.347, -2.705)
B (-0.123, 1.897, -1.593)
N (-0.593, 0.572, -2.230)
C (-0.892, 0.391, -3.531)
C (-1.222, -0.933, -3.707)
C (-1.083, -1.506, -2.424)
C (-1.288, -2.930, -2.007)
N (-0.702, -0.584, -1.550)
N (0.115, 1.736, -0.081)
C (1.287, 1.763, 0.596)
C (1.021, 1.492, 1.914)
C (-0.379, 1.319, 1.957)
C (-1.194, 0.951, 3.152)
N (-0.915, 1.478, 0.757)
N (-1.258, 2.937, -1.809)
C (-2.570, 2.652, -1.926)
C (-3.268, 3.837, -1.864)
C (-2.273, 4.819, -1.696)
C (-2.434, 6.299, -1.533)
N (-1.071, 4.264, -1.656)
H (5.030, 1.787, -4.078)
H (4.069, 0.299, -4.021)
H (4.982, 0.824, -2.605)
H (3.861, 4.081, -2.840)
H (1.293, 4.392, -1.918)
H (-0.844, 1.206, -4.235)
H (-1.510, -1.421, -4.625)
H (-1.672, -3.516, -2.842)
H (-1.982, -2.994, -1.168)
H (-0.348, -3.375, -1.672)
H (2.233, 1.942, 0.108)
H (1.733, 1.402, 2.718)
H (-0.899, 1.552, 4.016)
H (-1.022, -0.099, 3.401)
H (-2.255, 1.093, 2.959)
H (-2.916, 1.637, -2.024)
H (-4.336, 3.975, -1.932)
H (-3.232, 6.683, -2.170)
H (-1.500, 6.799, -1.789)
H (-2.679, 6.547, -0.497)
N (-1.671, -3.575, 3.282)
C (-0.296, -3.799, 3.108)
C (0.230, -5.013, 3.544)
C (1.594, -5.221, 3.433)
C (2.384, -4.234, 2.869)
C (1.758, -3.067, 2.452)
N (0.450, -2.840, 2.581)
C (-2.433, -2.562, 2.709)
C (-3.548, -2.077, 3.398)
C (-4.350, -1.139, 2.776)
C (-4.000, -0.682, 1.517)
C (-2.863, -1.217, 0.920)
N (-2.122, -2.165, 1.483)
H (-2.085, -4.037, 4.072)
H (-0.424, -5.779, 3.947)
H (2.032, -6.155, 3.764)
H (3.448, -4.359, 2.719)
H (2.365, -2.298, 1.986)
H (-3.764, -2.426, 4.402)
H (-5.225, -0.747, 3.282)
H (-4.559, 0.095, 1.014)
H (-2.521, -0.870, -0.048)
S (7.275, -1.753, -0.711)
As (5.528, -2.294, 0.473)
S (4.553, -0.626, 1.375)
S (4.183, -3.617, -0.524)
S (6.925, -3.320, 1.783)

Cartesian forces (eV/Å) of the 2 atoms listed first:
Cs -0.48 0.03 -0.18
C 0.00 -0.06 0.05

Calculated values
* total energy: -149235.0841 eV
* M: 842.502 g/mol
* total charge: -2
* spin multiplicity: 2



no.,largest force on an atom (eV/Å)
1,1.30
2,3.67
3,0.66
4,0.52